A 2-piece molecular cluster, C5H9NO overall, computed with wB97M-V/def2-TZVPD.

Values from the calculation:
Total charge: 0
F_max in Eh/bohr: 0.0657
HOMO energy (alpha / beta) in eV: -8.21 / -8.21
LUMO (alpha / beta) in eV: -0.1 / -0.1
Frontier orbital gap (alpha / beta) in eV: 8.12 / 8.12
Energy above the lowest of the compared OMol25 structures with the same formula, charge and spin in kcal/mol: 117.9

Last columns: bonded neighbours and bond lengths (Å).
Geometry (Å):
1 O 4.18694 1.25219 -0.28218  C11 1.137
2 C -0.03962 1.27479 0.22747  H6 1.151, H7 1.074, C15 1.544, H16 1.066
3 C -1.82959 -1.65325 0.24293  H8 1.034, H10 1.032, C12 1.434, H13 1.145
4 H -2.23277 0.92615 0.05367  C15 1.100
5 N 2.84420 -0.57487 0.18618  C11 1.196, H14 1.040
6 H 0.03946 2.41344 0.37680  C2 1.151
7 H 0.14624 0.70167 1.11708  C2 1.074
8 H -1.44762 -1.88163 1.17588  C3 1.034
9 H -1.22403 1.23566 -1.45339  C15 1.132
10 H -2.74229 -1.27460 0.54174  C3 1.032
11 C 3.58515 0.29374 -0.16948  O1 1.137, N5 1.196
12 C -0.96796 -0.76776 -0.48532  C3 1.434, C15 1.494
13 H -2.04164 -2.59039 -0.38040  C3 1.145
14 H 2.16287 -1.14111 -0.35886  N5 1.040
15 C -1.29080 0.69043 -0.46336  C2 1.544, H4 1.100, H9 1.132, C12 1.494
16 H 0.85144 1.09553 -0.32877  C2 1.066